{
  "formula": "C57H35F4I4N9OTa",
  "method": "ωB97M-V/def2-TZVPD",
  "charge": 1,
  "relative_energy_kcal_mol": 174.8,
  "energy_ev": -119943.4423,
  "elements": ["H", "C", "C", "I", "H", "C", "I", "C", "C", "C", "F", "C", "H", "H", "O", "C", "N", "H", "C", "C", "H", "H", "H", "C", "F", "C", "H", "H", "C", "C", "H", "H", "C", "C", "N", "C", "H", "H", "H", "C", "H", "N", "H", "C", "C", "C", "C", "C", "C", "H", "C", "C", "I", "C", "C", "C", "C", "C", "H", "N", "H", "H", "H", "H", "C", "C", "H", "Ta", "C", "C", "H", "C", "C", "H", "C", "C", "C", "C", "C", "C", "H", "C", "C", "H", "C", "C", "F", "H", "C", "C", "H", "N", "I", "H", "H", "N", "C", "C", "N", "H", "H", "C", "C", "C", "N", "H", "C", "C", "F", "N", "C"],
  "coordinates": [[19.209365, 11.837908, 13.422206], [10.741052, 18.970106, 14.071416], [18.542516, 16.341822, 16.881838], [6.745374, 7.477308, 18.081073], [10.398634, 15.710564, 13.412121], [12.817851, 15.281089, 14.468069], [22.537722, 17.638112, 17.502782], [16.391605, 15.048415, 14.209584], [14.816268, 12.695613, 8.547336], [14.792196, 16.513957, 13.435902], [16.669313, 11.256024, 9.013236], [8.373230, 8.607774, 17.370206], [19.876715, 9.669120, 11.839602], [13.925674, 9.091870, 18.418951], [17.659562, 12.471208, 13.460440], [12.068298, 16.506854, 14.534757], [20.033300, 11.246549, 13.256524], [11.827090, 8.538590, 17.246885], [21.156596, 11.920184, 12.880692], [15.234688, 11.920873, 10.811876], [13.191685, 14.015209, 8.135183], [19.506513, 17.491162, 18.420894], [16.900796, 16.974182, 13.101997], [10.217198, 17.788560, 13.501416], [12.329205, 14.245679, 10.727691], [13.043185, 10.153160, 15.819466], [14.237357, 17.453262, 13.203880], [13.426247, 17.628232, 15.713288], [16.158892, 11.914785, 16.920237], [14.149911, 12.367411, 19.256393], [17.530193, 8.330886, 14.912233], [18.642046, 13.915559, 17.750058], [20.482549, 17.077175, 15.265209], [13.349996, 12.407501, 20.352816], [14.434870, 10.664424, 16.004789], [14.919942, 10.657412, 14.657066], [10.203919, 15.179579, 15.980678], [13.154578, 13.382736, 20.841019], [17.860265, 8.307743, 11.848752], [17.301020, 13.603438, 15.974840], [9.381500, 17.859706, 12.809956], [15.138871, 14.429876, 14.295448], [19.495442, 15.875669, 13.741811], [13.379130, 13.501332, 10.307513], [11.827829, 18.909448, 14.952908], [16.151718, 16.311933, 13.531170], [14.231488, 11.198341, 18.500140], [13.805290, 9.983677, 19.003612], [14.156931, 12.757984, 11.173374], [9.877475, 12.734190, 17.214345], [18.489684, 15.747770, 15.610182], [20.682282, 17.278007, 16.614877], [9.757268, 20.833061, 14.084348], [12.761627, 11.224151, 20.771922], [22.339823, 11.304377, 12.427965], [9.332618, 10.557826, 16.246096], [12.161474, 14.165696, 15.133240], [11.923350, 10.847680, 16.333436], [12.124546, 9.043875, 14.101003], [15.873208, 11.148046, 11.799917], [17.885462, 10.924798, 11.226381], [9.877457, 7.378781, 18.383878], [18.959484, 9.306922, 15.481120], [19.122263, 7.863509, 14.483487], [14.161370, 9.777523, 13.888517], [19.449679, 16.231723, 14.759328], [12.848401, 9.050972, 20.780177], [15.900080, 12.410752, 13.726231], [18.477839, 8.718661, 14.632435], [11.686945, 12.246566, 16.058829], [14.541477, 13.307339, 18.871661], [17.448389, 14.754519, 15.105453], [10.801920, 8.914537, 17.274987], [7.197695, 9.960427, 16.246988], [13.755330, 13.510525, 8.931535], [15.599228, 11.999048, 9.434772], [17.072392, 12.332889, 17.863183], [9.719943, 8.246939, 17.741083], [10.904334, 14.328175, 15.978870], [19.590121, 17.022763, 17.448502], [9.280461, 11.399040, 15.624196], [8.219344, 9.771084, 16.622317], [17.362794, 9.116530, 12.448056], [17.079481, 11.946806, 18.851351], [12.982977, 9.545345, 14.538038], [17.835556, 13.370777, 17.304588], [13.785792, 12.621749, 12.494090], [20.377718, 9.232932, 13.456017], [12.487708, 17.715644, 15.165266], [13.177272, 9.939880, 20.242522], [16.767945, 9.685670, 10.495405], [12.543251, 12.910008, 15.196389], [11.283130, 11.261036, 22.294305], [12.261311, 19.807293, 15.292846], [16.435173, 8.745591, 12.968018], [23.293536, 10.887306, 11.852400], [10.677521, 13.090447, 16.563677], [10.842043, 16.602145, 13.824950], [21.256793, 14.477506, 13.347446], [21.100977, 17.600494, 14.547003], [14.359679, 9.505219, 12.903309], [14.122740, 15.366802, 13.902786], [21.300401, 13.297987, 13.121952], [10.630505, 10.132060, 16.593479], [18.337629, 9.599927, 13.473760], [17.683592, 16.175380, 17.605233], [17.000011, 10.272337, 11.401236], [19.701692, 9.900800, 12.929111], [15.100012, 12.638166, 7.215142], [16.342482, 12.643842, 15.757729], [14.878065, 11.301742, 17.171962]],
  "forces_ev_per_angstrom": [[-1.63, 0.81, 0.72], [-0.24, -0.40, 0.87], [-2.81, -1.21, 2.32], [0.50, 0.37, -0.32], [0.16, -0.34, -0.18], [1.67, -1.04, -0.26], [-0.14, 0.45, -0.31], [-0.71, 1.87, 0.92], [-0.16, 0.66, -1.04], [0.66, 1.58, -0.38], [-0.84, 0.83, -0.34], [2.07, 0.49, 0.80], [-0.51, 0.53, 0.82], [0.26, -0.34, -0.07], [-0.71, 0.04, -0.57], [-2.13, 3.11, -0.51], [3.98, 3.05, -2.48], [-0.38, -0.12, 0.88], [-2.83, -2.42, 2.12], [1.09, -0.40, -0.19], [0.21, -0.11, 0.69], [0.14, -0.50, 0.16], [-0.08, -0.03, 0.62], [0.45, 1.56, 0.70], [0.83, -0.73, -0.07], [1.97, -0.18, -0.89], [0.86, -0.96, -0.19], [-0.23, 0.46, 0.10], [-3.38, 0.14, 0.24], [0.20, 0.46, -1.45], [-0.91, -0.01, 0.47], [0.12, 0.07, 0.18], [0.04, -0.41, -1.10], [-0.92, 0.46, 1.20], [-4.40, 0.27, -1.73], [2.15, -0.05, 0.65], [0.81, -0.43, 0.32], [0.00, -0.89, -0.26], [-0.69, 0.31, 0.43], [-0.65, 0.09, 0.61], [0.02, -0.27, 0.31], [0.41, -1.77, -1.74], [-0.13, 0.47, -0.15], [0.56, 0.51, -1.78], [-0.26, -0.83, -1.17], [-0.49, 0.68, -0.61], [1.18, 0.29, -1.14], [-0.54, -0.45, 0.84], [-0.25, -0.62, -0.02], [0.36, 0.64, -0.14], [-0.19, 0.30, -1.05], [-0.49, -0.07, 0.12], [0.03, -0.36, -0.48], [0.49, -1.70, 0.68], [3.72, -2.29, -3.02], [0.56, -1.95, 0.95], [-1.46, 0.00, 0.87], [-3.91, 2.42, -1.21], [0.00, 0.22, 0.35], [-0.71, 1.17, 0.33], [-0.21, -0.63, -0.04], [-0.17, 0.04, -0.35], [-0.87, -0.69, -0.82], [0.34, -0.49, -0.41], [0.53, 1.45, 1.35], [1.09, 0.85, 0.47], [0.11, 0.08, -0.54], [0.24, -0.86, -0.08], [1.15, 1.35, 0.84], [2.87, -2.19, 0.06], [0.12, -0.30, -0.05], [-0.18, -0.58, 1.97], [0.29, 0.81, -1.01], [0.77, 0.39, 0.23], [-0.66, -0.38, 0.91], [0.29, -0.98, 1.05], [1.70, 2.17, 0.11], [-1.97, -1.45, 0.46], [-0.13, -0.82, -0.22], [0.20, 0.30, -0.97], [-0.64, 0.96, -0.74], [-0.54, -0.14, -0.69], [0.37, 1.20, -0.44], [0.30, -0.11, 0.70], [-1.18, -0.73, 2.52], [-0.86, -1.22, -0.07], [0.11, 0.32, 0.33], [0.52, 0.01, 0.06], [0.69, -1.97, -0.90], [-1.27, 2.23, 0.28], [0.03, 0.64, 0.31], [1.20, -0.19, 0.37], [0.59, -0.03, -0.43], [0.20, 0.87, 0.75], [1.13, 0.34, -0.55], [-3.45, 1.44, 2.32], [-0.62, 1.89, -0.40], [0.55, -0.48, -0.45], [0.72, -5.62, -1.27], [0.55, -0.55, 0.00], [0.32, -0.06, -1.39], [-0.53, -2.19, 2.74], [-1.15, 6.35, 1.31], [0.84, -0.60, 0.48], [0.96, -0.23, -1.00], [0.88, 0.08, -1.13], [-0.19, -0.76, 0.83], [-1.46, -2.38, 0.12], [0.01, -0.02, 1.07], [0.67, -0.01, -0.54], [2.99, -0.52, -2.57]]
}

{
  "formula": "BH4NO",
  "method": "ωB97M-V/def2-TZVPD",
  "relative_energy_kcal_mol": 117.4,
  "energy_ev": -4275.7959,
  "elements": ["N", "H", "H", "O", "H", "B", "H"],
  "coordinates": [[1.357605, 0.138269, -0.246322], [-0.484481, -1.922958, 0.382002], [-2.234491, 0.456476, -0.435578], [-1.371367, -1.386072, 0.470341], [1.437719, 0.910071, 0.306925], [-1.313811, -0.185770, -0.002889], [1.625498, 0.270776, -1.224470]],
  "forces_ev_per_angstrom": [[-2.66, -3.99, -1.44], [-2.09, 1.73, 0.53], [0.59, 0.21, 0.42], [2.33, -2.20, -0.11], [0.44, 2.98, 1.34], [1.71, 0.66, -1.19], [-0.32, 0.61, 0.45]]
}

- Number 2 is which compound?
  BH4NO